(1)
DFT (the ωB97M-V functional and the def2-TZVPD basis) results for C19H39KO9PdS4 as an isolated structure in a non-equilibrium geometry.

Computed properties:
E_HOMO (alpha / beta) = -13.6 / -13.6 eV
HOMO-LUMO gap (alpha / beta) = 5.87 / 3.98 eV
Multiplicity = 3
Strongest force on any atom = 4.82 eV/A
E_LUMO (alpha / beta) = -7.73 / -9.63 eV
Expectation value of S² = 2.008
Energy = -101887.1802 eV
Charge = +2

Each line ends with the Mulliken spin population.
Geometry (Å):
K 2.89474 13.64820 -26.11082  -0.0051
Pd 6.25756 14.70663 -25.06584  0.9397
C 4.54712 16.69360 -22.22192  0.0838
C 3.68043 16.21254 -23.40230  -0.0298
C 3.28104 17.24267 -24.39448  0.0944
O 4.33224 15.13514 -23.98830  0.8779
H 4.49251 16.11726 -21.29835  -0.0057
H 4.36261 17.69647 -21.83681  0.0016
H 5.57750 16.72080 -22.57643  0.0041
H 2.78316 15.81962 -22.92414  0.0017
H 2.87701 16.91840 -25.35350  -0.0025
H 3.97451 18.07703 -24.49959  -0.0125
H 2.40622 17.69714 -23.92945  0.0032
C 8.81174 17.62857 -18.96919  0.0000
C 9.63591 17.96334 -20.21857  0.0000
C 9.26021 19.32242 -20.71586  0.0000
S 7.55312 19.69428 -20.23420  0.0001
O 6.64242 19.74059 -21.40389  0.0003
O 7.69977 20.75513 -19.20481  0.0000
C 7.31946 18.04304 -19.37113  0.0004
H 9.14534 18.19005 -18.09652  0.0000
H 8.80651 16.55177 -18.80014  0.0000
H 9.60590 17.18902 -20.98513  0.0000
H 10.62247 17.83433 -19.77343  0.0000
H 9.10099 19.26809 -21.79279  0.0000
H 9.96030 20.09805 -20.40543  0.0000
H 7.12706 17.23284 -20.07446  0.0006
H 6.61300 18.21715 -18.55953  -0.0001
C 2.01479 10.46543 -21.95420  0.0002
C 2.48894 11.48109 -21.01720  -0.0007
C 2.60727 12.73093 -22.02942  -0.0034
S 0.92753 12.75160 -22.74560  0.0003
O 0.98009 13.08448 -24.18738  -0.0002
O 0.05948 13.53139 -21.88301  0.0000
C 0.64373 10.93046 -22.53270  0.0000
H 1.84485 9.60307 -21.30959  0.0001
H 2.75801 10.35356 -22.74364  0.0000
H 3.48058 11.20724 -20.65698  0.0000
H 1.66718 11.46647 -20.30125  -0.0001
H 3.37986 12.47639 -22.75498  0.0020
H 3.01081 13.66426 -21.63679  0.0007
H 0.48990 10.60104 -23.56029  0.0000
H -0.31642 10.79937 -22.03368  0.0000
C 8.34620 19.76153 -26.66361  0.0003
C 7.40133 20.51965 -25.59291  0.0001
C 6.35772 19.38218 -25.08041  0.0018
S 7.53795 17.94679 -24.75325  -0.0149
O 6.94059 16.67051 -25.08045  0.0510
O 8.19089 18.05203 -23.49679  0.0065
C 8.83617 18.50413 -26.02887  0.0034
H 9.16660 20.44105 -26.89449  0.0004
H 8.10634 19.73499 -27.72656  -0.0001
H 6.78147 21.22901 -26.14126  0.0005
H 8.03793 21.01127 -24.85729  -0.0001
H 5.71612 18.94493 -25.84543  -0.0006
H 5.82568 19.54994 -24.14399  0.0003
H 8.98776 17.64404 -26.68107  0.0000
H 9.78876 18.69310 -25.53392  0.0003
C 3.18568 17.29628 -17.99677  -0.0009
C 2.74116 15.79076 -18.04439  0.0000
C 1.47907 15.76669 -18.86445  -0.0001
S 0.39621 16.86572 -18.05071  0.0000
O -0.06605 16.23816 -16.80767  0.0000
O -0.49516 17.49489 -18.92469  0.0000
C 1.78328 18.03756 -17.65291  0.0001
H 3.50982 17.55280 -19.00535  0.0008
H 3.95635 17.55347 -17.27012  -0.0001
H 2.54090 15.44923 -17.02884  0.0000
H 3.52874 15.17596 -18.48011  0.0000
H 1.08473 14.77996 -19.10728  0.0000
H 1.64013 16.25163 -19.82726  0.0001
H 1.67817 18.40252 -16.63122  0.0000
H 1.56808 18.85260 -18.34393  0.0000



(2)
DFT (the ωB97M-V functional and the def2-TZVPD basis) results for a 4-piece molecular cluster, C19H39N5O9P overall in a non-equilibrium geometry.

Computed properties:
E_HOMO = -11.7 eV
HOMO-LUMO gap = 7.44 eV
Strongest force on any atom = 7.08 eV/A
E_LUMO = -4.29 eV
Energy = -55488.7229 eV
Charge = +1

Each line ends with the Mulliken charge.
Geometry (Å):
C -4.12320 3.70802 5.45790  -0.9451
C -3.39345 2.88251 4.20494  0.5375
C -3.53936 3.39268 2.64011  -0.7581
N -2.66722 1.75979 4.59605  -0.4139
C -3.55744 0.56609 4.32972  0.4245
N -5.05606 0.36907 4.39049  -0.4379
C -5.33348 -1.09050 4.00175  0.1389
N -6.58121 -1.71346 3.91500  -0.3619
N -3.97513 -1.74391 3.71557  -0.1986
N -2.98678 -0.77173 3.91387  0.3001
P -1.19585 -0.97632 3.67064  0.0562
C -0.49887 -2.21280 4.95968  -0.8982
C -1.10098 -1.74734 1.88399  -0.8097
H -3.68289 3.28514 6.47571  0.3060
H -5.26459 3.45790 5.37514  0.2910
H -3.85303 4.83858 5.32121  0.3777
H -2.50822 3.36220 2.04501  0.2081
H -4.33895 2.76215 2.01724  0.2654
H -3.90917 4.52354 2.63303  0.3386
H -7.28523 -1.49033 3.15169  0.2611
H -6.91174 -2.41475 4.63706  0.2711
H -3.86555 -2.74632 3.42623  0.3027
H 0.68043 -2.04013 4.98427  0.3151
H -0.63642 -3.33375 4.59705  0.2905
H -0.89575 -2.05745 6.05188  0.3059
H -1.60624 -0.96129 1.14143  0.2043
H -1.78523 -2.72303 1.94415  0.2878
H 0.01431 -1.98921 1.60745  0.3423
C 0.04105 -1.01997 -5.08547  -1.0712
C 0.30283 -2.00395 -3.95813  -0.1619
O -0.54055 -1.73609 -2.83033  -0.2042
C -1.83401 -2.11708 -2.96047  0.5821
O -2.33081 -2.66722 -3.93328  -0.5606
O -2.49557 -1.76412 -1.83034  -0.2340
C -3.89825 -2.01297 -1.88203  -0.6666
H 0.14053 0.00958 -4.72866  0.2225
H 0.74268 -1.18002 -5.90979  0.3719
H -0.97489 -1.12203 -5.47923  0.3491
H 1.33587 -1.88963 -3.61454  0.2607
H 0.18598 -3.04284 -4.28930  0.3193
H -4.10862 -3.05696 -2.13730  0.3246
H -4.36943 -1.33663 -2.60143  0.3067
H -4.31620 -1.81045 -0.89185  0.1600
C 4.25501 4.08956 -4.76929  -1.1696
C 4.51679 3.10558 -3.64196  -0.1689
O 3.67341 3.37344 -2.51415  -0.3155
C 2.37995 2.99245 -2.64429  0.7185
O 1.88315 2.44231 -3.61711  -0.5586
O 1.71839 3.34541 -1.51416  -0.3114
C 0.31571 3.09655 -1.56586  -0.4711
H 4.35449 5.11911 -4.41248  0.3018
H 4.95664 3.92950 -5.59361  0.3795
H 3.23907 3.98750 -5.16305  0.3062
H 5.54983 3.21990 -3.29836  0.3788
H 4.39994 2.06669 -3.97312  0.2660
H 0.10534 2.05257 -1.82112  0.2337
H -0.15547 3.77290 -2.28525  0.3097
H -0.10224 3.29908 -0.57567  0.1026
C 5.66916 -3.90540 -1.16468  -1.0531
C 5.50588 -3.37404 0.24906  -0.1381
O 5.55156 -1.94144 0.27261  -0.3678
C 4.43775 -1.31085 -0.17114  0.7028
O 3.41475 -1.84788 -0.57227  -0.5520
O 4.65713 0.02638 -0.11539  -0.3615
C 3.59610 0.80769 -0.65934  -0.4561
H 6.58280 -3.51219 -1.62058  0.2956
H 5.71385 -4.99874 -1.16458  0.3568
H 4.83758 -3.59930 -1.80685  0.2748
H 6.34004 -3.72704 0.86377  0.3025
H 4.58342 -3.73849 0.71687  0.2682
H 2.63753 0.55826 -0.19217  0.2751
H 3.54690 0.66458 -1.74289  0.1717
H 3.81220 1.86094 -0.45901  0.2794



(3)
DFT (the ωB97M-V functional and the def2-TZVPD basis) results for C19H40AlB2O5 as an isolated structure in a non-equilibrium geometry.

Computed properties:
E_HOMO = -3.9 eV
HOMO-LUMO gap = 6.28 eV
Strongest force on any atom = 1.85 eV/A
E_LUMO = 2.38 eV
Energy = -38543.3161 eV
Charge = -1

Each line ends with the Mulliken charge.
Geometry (Å):
C 1.63052 -3.73906 3.06605  -1.0796
C 2.53824 -2.46816 3.08677  -0.3521
B 2.04875 -1.48217 1.92116  -0.0685
O 0.79587 -0.90294 2.13262  -0.6922
Al 3.07652 -0.99388 0.13649  0.7331
C 5.10981 -1.07221 0.37629  -0.7797
B 5.55649 0.33831 0.93071  0.5238
O 4.80273 1.06844 1.82373  -0.5254
O 6.79870 0.87555 0.48934  -0.5945
C 2.39770 -2.13891 -1.45692  -1.4756
C 0.94815 -1.74726 -1.62616  0.8443
C 0.53648 -0.71798 -2.46171  -0.5558
C -0.82172 -0.41225 -2.50890  -0.6192
C -1.74288 -1.09324 -1.75304  1.0838
C -3.23258 -0.74610 -1.75668  -1.3187
C -1.33580 -2.14826 -0.93542  -0.7108
C 0.00869 -2.46071 -0.88015  -0.4242
H 1.77247 -4.28382 4.01253  0.3474
H 0.58034 -3.42145 3.01396  0.2482
H 1.83471 -4.40031 2.21373  0.2498
H 2.37654 -1.96040 4.05472  0.2865
H 3.60360 -2.71407 2.97725  0.1722
H 0.69075 -0.14246 1.54898  0.2741
H 2.65884 0.53625 -0.24361  -0.3714
H 5.31971 -1.81572 1.16365  0.2585
H 5.68354 -1.24258 -0.54797  0.1184
H 5.23556 1.92582 1.93786  0.2406
H 6.77692 0.85808 -0.47440  0.2716
H 2.93756 -1.92217 -2.39031  0.5195
H 2.45217 -3.20123 -1.17518  0.3713
H 1.28435 -0.18429 -3.04446  0.3456
H -1.13032 0.42105 -3.14744  0.2980
H -3.46749 0.09566 -1.08723  0.2408
H -3.79595 -1.62744 -1.42809  0.2927
H -3.54036 -0.47020 -2.77605  0.3402
H -2.07198 -2.69844 -0.34941  0.3029
H 0.33197 -3.28200 -0.23749  0.1670
C 5.53489 6.59302 0.15862  -1.0116
C 4.05525 6.68206 0.49518  -0.3264
O 3.20211 6.41895 -0.60075  -0.4254
C 3.32207 5.12967 -1.18916  -0.5192
C 3.02805 3.98486 -0.23782  -0.5682
H 5.78032 7.26576 -0.66564  0.2867
H 6.13741 6.86539 1.02668  0.3819
H 5.82187 5.58494 -0.14358  0.2467
H 3.82504 7.69909 0.81790  0.3347
H 3.80796 6.02612 1.33717  0.3136
H 4.31172 5.01327 -1.64591  0.3053
H 2.60135 5.10650 -2.00774  0.3549
H 3.74146 3.94845 0.58739  0.0722
H 3.08156 3.02917 -0.76060  0.3021
H 2.03234 4.09075 0.19535  0.2861
C -8.51340 -0.52608 0.18106  -1.0721
C -7.55913 -1.20664 -0.78657  -0.3069
O -6.68749 -2.13533 -0.17182  -0.3715
C -7.29613 -3.22702 0.49047  -0.3354
C -8.14308 -4.10260 -0.41780  -1.0433
H -7.95830 -0.03366 0.98125  0.3020
H -9.11342 0.22005 -0.34191  0.3883
H -9.19745 -1.23840 0.64599  0.2609
H -6.91845 -0.45151 -1.24317  0.3174
H -8.10896 -1.68353 -1.60625  0.2986
H -7.87948 -2.87465 1.34917  0.2873
H -6.47909 -3.82375 0.89769  0.3361
H -8.99310 -3.55727 -0.83194  0.2648
H -8.53516 -4.95613 0.13748  0.3901
H -7.54938 -4.47090 -1.25594  0.2873